C3H4CsO4 | ωB97M-V with the def2-TZVPD basis set

Structure (XYZ):
```
12
Properties=species:S:1:pos:R:3:nbo_charge:R:1
H 0.796 0.961 -0.256 0.397
H 0.568 -1.581 0.519 0.203
C 0.923 -0.862 -0.239 -0.135
C 2.076 0.027 0.078 0.128
O 3.159 0.118 -0.705 -0.521
C 4.336 0.536 -0.141 0.983
O 4.440 1.415 0.661 -0.560
O 5.276 -0.251 -0.609 -0.649
Cs -4.470 0.697 -1.822 0.999
O -0.025 0.039 -0.545 -0.665
H 2.096 -1.508 -0.190 0.304
H 6.147 0.059 -0.327 0.516
```

Calculated values
Net charge: +1
Orbital gap (spin up / spin down) (eV): 6.90 / 7.09
LUMO level (spin up / spin down) (eV): -3.949 / -3.960
Highest occupied orbital energy (spin up / spin down) (hartree): -0.399 / -0.406



C73H62AsClN5O6PRu | ωB97M-V with the def2-TZVPD basis set

Structure (XYZ):
```
150
Properties=species:S:1:pos:R:3:lowdin_charge:R:1
Ru 0.084 -0.172 -0.040 1.442
Cl 0.458 0.210 2.445 0.821
C 2.027 -0.059 3.132 -0.593
C 2.132 -0.038 4.514 -0.082
C 3.374 -0.217 5.093 -0.044
C 4.496 -0.401 4.294 -0.040
C 4.373 -0.410 2.918 -0.089
C 3.125 -0.249 2.309 -0.409
P 2.963 -0.310 0.483 1.080
C 3.718 -1.940 0.134 -0.347
C 3.939 -2.881 1.142 -0.084
C 4.586 -4.072 0.859 -0.059
C 5.012 -4.352 -0.430 -0.055
C 4.759 -3.446 -1.444 -0.055
C 4.097 -2.260 -1.169 -0.125
C 4.346 0.827 0.045 -0.334
C 5.159 0.628 -1.069 -0.077
C 6.233 1.470 -1.315 -0.065
C 6.504 2.533 -0.468 -0.070
C 5.674 2.767 0.618 -0.065
C 4.600 1.928 0.867 -0.119
H 1.252 0.117 5.125 0.116
H 3.469 -0.207 6.171 0.120
H 5.467 -0.542 4.748 0.120
H 5.246 -0.551 2.294 0.129
H 3.631 -2.688 2.159 0.100
H 4.764 -4.782 1.655 0.112
H 5.522 -5.282 -0.641 0.114
H 5.054 -3.669 -2.461 0.116
H 3.868 -1.595 -1.990 0.082
H 5.000 -0.209 -1.731 0.078
H 6.870 1.282 -2.170 0.116
H 7.358 3.171 -0.651 0.115
H 5.873 3.594 1.288 0.115
H 3.986 2.109 1.739 0.079
C -7.849 1.992 -0.518 -0.048
O -6.597 1.450 -0.919 -0.093
C -6.604 0.395 -1.772 -0.221
C -7.726 -0.122 -2.398 -0.002
C -7.611 -1.225 -3.233 -0.066
C -6.380 -1.825 -3.427 -0.077
C -5.249 -1.316 -2.803 -0.025
C -5.345 -0.192 -1.992 -0.145
N -4.284 0.398 -1.282 0.173
C -2.971 0.084 -1.251 -0.344
N -2.449 -0.287 -2.440 0.177
C -1.132 -0.394 -2.849 -0.138
C -0.001 -0.249 -2.050 -0.184
C 1.259 -0.232 -2.663 -0.139
C 1.392 -0.453 -4.013 -0.060
C 0.268 -0.662 -4.810 0.019
C -0.986 -0.615 -4.240 -0.211
O -2.154 -0.749 -4.907 -0.085
C -2.109 -0.832 -6.329 -0.034
N -2.223 0.267 -0.192 0.070
C -2.768 0.550 1.086 -0.233
C -2.177 1.600 1.796 -0.109
C -2.580 1.933 3.075 -0.081
C -3.600 1.218 3.682 -0.055
C -4.214 0.186 2.992 0.019
C -3.820 -0.160 1.709 -0.235
O -4.542 -1.148 1.089 -0.092
C -3.942 -2.430 0.943 -0.058
H -7.621 2.765 0.209 0.097
H -8.475 1.227 -0.054 0.105
H -8.377 2.433 -1.365 0.100
H -8.693 0.332 -2.239 0.113
H -8.492 -1.620 -3.719 0.114
H -6.296 -2.701 -4.055 0.109
H -4.307 -1.837 -2.919 0.110
H -4.615 0.936 -0.492 0.143
H -3.095 -0.315 -3.220 0.128
H 2.145 -0.037 -2.075 0.053
H 2.374 -0.471 -4.465 0.122
H 0.387 -0.851 -5.867 0.119
H -1.615 0.044 -6.755 0.104
H -3.143 -0.863 -6.657 0.103
H -1.599 -1.739 -6.657 0.104
H -1.411 2.182 1.296 0.069
H -2.099 2.748 3.600 0.112
H -3.915 1.458 4.688 0.114
H -5.020 -0.378 3.443 0.132
H -4.738 -3.089 0.600 0.103
H -3.545 -2.786 1.896 0.097
H -3.135 -2.420 0.205 0.068
O 0.304 2.016 -0.179 -0.604
As 0.683 3.515 -0.796 1.264
C 1.992 3.480 -2.206 -0.297
C 3.301 3.886 -1.983 -0.083
C 4.194 3.893 -3.044 -0.063
C 3.783 3.483 -4.304 -0.052
C 2.472 3.079 -4.520 -0.065
C 1.568 3.084 -3.471 -0.105
C 1.297 4.535 0.718 -0.289
C 1.030 5.890 0.870 -0.073
C 1.471 6.540 2.012 -0.056
C 2.170 5.843 2.987 -0.053
C 2.423 4.485 2.837 -0.059
C 1.978 3.827 1.703 -0.114
C -0.893 4.279 -1.587 -0.303
C -0.797 5.471 -2.299 -0.098
C -1.931 5.992 -2.900 -0.056
C -3.141 5.317 -2.800 -0.054
C -3.229 4.125 -2.095 -0.056
C -2.101 3.602 -1.481 -0.081
H 3.610 4.214 -0.998 0.101
H 5.207 4.234 -2.890 0.112
H 4.487 3.490 -5.127 0.115
H 2.149 2.783 -5.510 0.113
H 0.534 2.797 -3.628 0.110
H 0.482 6.431 0.108 0.102
H 1.268 7.594 2.144 0.116
H 2.516 6.360 3.873 0.116
H 2.962 3.943 3.604 0.112
H 2.135 2.763 1.571 0.063
H 0.158 5.976 -2.391 0.113
H -1.873 6.921 -3.451 0.116
H -4.021 5.725 -3.281 0.115
H -4.177 3.607 -2.023 0.105
H -2.138 2.673 -0.922 0.073
O -1.261 -1.827 1.508 -0.061
C -0.784 -2.685 0.765 -0.602
N -1.129 -3.979 0.676 0.157
C -0.353 -4.676 -0.336 -0.233
C 0.463 -3.465 -0.922 -0.382
O 1.160 -3.498 -1.900 0.113
N 0.164 -2.362 -0.164 0.077
C -1.283 -5.292 -1.391 -0.139
C -0.908 -5.465 -2.722 -0.040
C -1.758 -6.101 -3.616 -0.063
C -2.993 -6.571 -3.198 -0.076
C -3.381 -6.385 -1.882 -0.067
C -2.535 -5.750 -0.986 -0.027
C 0.603 -5.699 0.282 -0.129
C 0.907 -5.649 1.640 -0.033
C 1.740 -6.600 2.212 -0.076
C 2.299 -7.599 1.431 -0.075
C 2.020 -7.640 0.073 -0.058
C 1.173 -6.702 -0.497 -0.008
H -1.691 -4.447 1.366 0.159
H 0.043 -5.094 -3.065 0.104
H -1.445 -6.230 -4.644 0.109
H -3.646 -7.078 -3.895 0.109
H -4.345 -6.744 -1.544 0.110
H -2.856 -5.628 0.041 0.107
H 0.494 -4.871 2.270 0.110
H 1.945 -6.560 3.274 0.108
H 2.948 -8.340 1.878 0.109
H 2.448 -8.415 -0.549 0.112
H 0.938 -6.759 -1.550 0.112
```

Calculated values
Net charge: +2
2S+1: 5
Orbital gap (spin up / spin down) (eV): 6.36 / 4.68
LUMO level (spin up / spin down) (eV): -5.661 / -7.307
Highest occupied orbital energy (spin up / spin down) (hartree): -0.442 / -0.440



C6H11N | ωB97M-V with the def2-TZVPD basis set

Structure (XYZ):
```
18
Properties=species:S:1:pos:R:3:nbo_charge:R:1
C -2.143 0.130 0.242 -0.618
C -1.043 0.128 -0.821 -0.375
C 0.363 -0.352 -0.395 -0.278
C 0.347 -1.726 0.292 -0.600
C 1.146 0.695 0.335 0.257
N 1.354 1.271 1.428 -0.315
C 2.242 1.636 0.208 -0.342
H -2.340 -0.877 0.627 0.204
H -3.081 0.494 -0.197 0.215
H -1.903 0.777 1.093 0.215
H -0.941 1.138 -1.231 0.207
H -1.367 -0.512 -1.654 0.204
H 0.932 -0.467 -1.323 0.221
H 1.356 -2.010 0.601 0.218
H -0.290 -1.766 1.182 0.215
H -0.009 -2.491 -0.413 0.213
H 2.095 2.627 -0.225 0.180
H 3.283 1.305 0.250 0.179
```

Calculated values
Net charge: 0
Orbital gap (eV): 10.71
LUMO level (eV): 1.014
Highest occupied orbital energy (hartree): -0.356
SMILES string: CC[C@H](C)C1=NC1



C5H12O | ωB97M-V with the def2-TZVPD basis set

Structure (XYZ):
```
18
Properties=species:S:1:pos:R:3:nbo_charge:R:1
C -1.785 -0.893 0.341 -0.631
C -0.818 -0.053 -0.462 -0.172
C -0.476 1.277 -0.006 -0.459
C 1.148 1.564 -0.088 -0.010
O 1.913 0.647 0.448 -0.658
C 1.340 -1.374 0.020 -0.507
H -1.605 -0.775 1.412 0.218
H -1.750 -1.959 0.091 0.215
H -2.817 -0.560 0.158 0.229
H -0.955 -0.152 -1.542 0.215
H 0.349 -0.578 -0.231 0.182
H -0.853 2.080 -0.642 0.233
H -0.758 1.420 1.038 0.207
H 1.326 1.745 -1.172 0.117
H 1.144 2.494 0.498 0.171
H 1.761 -1.394 1.014 0.238
H 2.124 -1.229 -0.708 0.235
H 0.714 -2.260 -0.169 0.177
```

Calculated values
Net charge: 0
Orbital gap (spin up / spin down) (eV): 7.99 / 7.99
LUMO level (spin up / spin down) (eV): -0.394 / -0.394
Highest occupied orbital energy (spin up / spin down) (hartree): -0.308 / -0.308



C25H31CuN6PS | ωB97M-V with the def2-TZVPD basis set

Structure (XYZ):
```
65
Properties=species:S:1:pos:R:3:nbo_charge:R:1
Cu 13.874 11.080 9.508 1.207
N 15.796 9.266 10.882 -0.899
P 15.759 9.963 9.285 1.066
C 17.507 10.471 9.166 -0.403
C 18.430 9.376 9.144 -0.171
C 19.813 9.624 9.200 -0.206
C 20.278 10.870 9.621 -0.142
C 19.307 11.961 9.692 -0.197
C 17.979 11.729 9.509 -0.194
C 15.557 8.616 8.119 -0.419
C 16.445 8.585 7.020 -0.195
C 16.343 7.458 6.183 -0.176
C 15.328 6.542 6.334 -0.184
C 14.441 6.659 7.379 -0.174
C 14.503 7.732 8.324 -0.220
C 15.249 9.912 11.991 0.372
C 15.521 9.567 13.278 -0.271
C 14.856 10.220 14.364 -0.076
C 14.083 11.301 14.023 -0.279
C 13.778 11.603 12.728 0.073
N 14.386 10.960 11.717 -0.569
H 16.125 8.340 11.084 0.434
H 18.088 8.376 9.085 0.218
H 20.512 8.799 9.033 0.241
H 21.318 11.007 9.919 0.246
H 19.581 12.988 9.981 0.240
H 17.263 12.539 9.584 0.210
H 17.281 9.299 6.868 0.256
H 17.081 7.194 5.411 0.244
H 15.140 5.736 5.657 0.242
H 13.573 5.971 7.466 0.232
H 13.929 7.697 9.248 0.245
H 16.326 8.853 13.381 0.237
H 14.875 9.841 15.399 0.256
H 13.587 11.765 14.845 0.244
H 13.090 12.439 12.554 0.218
N 11.953 10.551 9.732 -0.960
C 11.356 10.015 8.420 -0.237
C 11.058 11.064 7.319 -0.419
C 12.226 11.887 6.722 -0.433
C 12.528 13.120 7.643 -0.227
N 13.743 12.852 8.514 -0.907
H 11.707 9.786 10.371 0.444
H 11.388 11.325 10.062 0.388
H 10.446 9.439 8.637 0.252
H 12.121 9.312 8.111 0.193
H 10.298 11.757 7.685 0.208
H 10.563 10.548 6.465 0.242
H 11.856 12.315 5.775 0.247
H 13.046 11.197 6.536 0.216
H 11.688 13.502 8.259 0.216
H 12.814 13.978 7.011 0.216
H 13.808 13.593 9.198 0.405
H 14.560 12.925 7.908 0.403
S 11.381 7.647 11.667 -0.298
C 10.034 7.020 10.829 0.273
N 9.404 5.854 11.316 -0.533
C 8.306 5.324 10.661 0.115
C 7.703 6.037 9.667 -0.334
C 8.479 7.114 9.107 0.159
N 9.588 7.557 9.643 -0.510
H 9.797 5.458 12.183 0.455
H 8.000 4.386 11.100 0.243
H 6.719 5.819 9.265 0.263
H 8.231 7.537 8.139 0.214
```

Calculated values
Net charge: +2
2S+1: 2
Orbital gap (spin up / spin down) (eV): 8.12 / 5.12
LUMO level (spin up / spin down) (eV): -4.908 / -7.903
Highest occupied orbital energy (spin up / spin down) (hartree): -0.479 / -0.479



C26H28NO8S2 | ωB97M-V with the def2-TZVPD basis set

Structure (XYZ):
```
65
Properties=species:S:1:pos:R:3:nbo_charge:R:1
C 1.069 3.946 9.258 -0.644
C 1.160 4.427 7.854 -0.048
O 0.856 3.116 7.023 -0.533
C -0.111 3.074 6.106 0.777
O -0.520 3.986 5.378 -0.608
C -0.779 1.697 6.038 -0.031
O -2.132 1.829 6.018 -0.572
C -3.111 2.504 6.940 -0.248
C -0.623 1.350 4.250 -0.011
N 0.480 0.683 3.892 -1.006
S 1.461 1.521 2.710 2.266
O 0.788 1.685 1.458 -0.964
O 2.114 2.618 3.391 -0.974
C 2.683 0.229 2.550 -0.303
C 3.192 -0.420 3.684 -0.186
C 4.092 -1.487 3.521 -0.175
C 4.528 -1.879 2.247 -0.048
C 5.511 -2.989 2.100 -0.624
C 4.055 -1.173 1.130 -0.235
C 3.155 -0.108 1.275 -0.183
C -1.894 0.844 3.614 0.008
C -3.062 1.608 3.507 -0.175
C -4.173 1.101 2.839 -0.287
C -4.154 -0.239 2.332 0.299
O -5.368 -0.724 2.020 -0.522
C -5.698 -2.124 1.973 -0.244
C -2.960 -1.009 2.379 -0.330
C -1.855 -0.471 3.112 -0.176
S -0.067 0.574 7.452 2.038
O 1.406 0.466 7.394 -0.930
O -0.764 0.976 8.678 -0.974
C -0.533 -1.178 7.180 -0.191
C -1.494 -1.743 8.000 -0.230
C -1.836 -3.091 7.849 -0.230
C -1.178 -3.882 6.872 -0.204
C -0.103 -3.310 6.131 -0.224
C 0.224 -1.960 6.309 -0.195
H 1.630 4.633 9.900 0.202
H 0.037 3.907 9.601 0.214
H 1.464 2.924 9.342 0.252
H 0.489 5.214 7.554 0.201
H 2.180 4.753 7.602 0.193
H -3.710 1.623 7.243 0.197
H -2.554 2.969 7.774 0.193
H -3.734 3.226 6.373 0.190
H -0.621 2.501 4.160 0.213
H 2.856 -0.109 4.682 0.258
H 4.470 -2.016 4.408 0.194
H 5.653 -3.195 1.044 0.207
H 6.465 -2.728 2.561 0.213
H 5.135 -3.884 2.590 0.211
H 4.397 -1.455 0.127 0.198
H 2.760 0.446 0.421 0.234
H -3.090 2.610 3.919 0.214
H -5.099 1.685 2.819 0.207
H -6.788 -2.118 1.879 0.190
H -5.211 -2.581 1.107 0.172
H -5.391 -2.664 2.875 0.181
H -2.901 -1.998 1.931 0.204
H -0.934 -1.042 3.189 0.243
H -1.967 -1.125 8.752 0.239
H -2.599 -3.535 8.515 0.208
H -1.470 -4.956 6.742 0.208
H 0.469 -3.942 5.441 0.216
H 1.067 -1.543 5.767 0.259
```

Calculated values
Net charge: -1
Orbital gap (eV): 6.58
LUMO level (eV): 2.658
Highest occupied orbital energy (hartree): -0.144
SMILES string: CCOC(=O)[C@@](OC)([C@@H](N=[S@@](=O)([O-])c1ccc(C)cc1)c1ccc(OC)cc1)S(=O)(=O)c1ccccc1